Model w:
C2H5N5 | the ωB97M-V functional and the def2-TZVPD basis

Values from the calculation:
* structure (SMILES): Nc1nncn1N
* orbital gap: 8.4 eV
* M: 99.10 g/mol
* net charge: 0
* HOMO level: -8.0444 eV

Element x y z (Å)
N 1.572 -0.011 -0.164
N -0.112 -0.568 1.822
N -1.965 -0.031 0.211
N -2.031 0.322 -1.076
N 0.125 0.015 -0.574
C -0.580 -0.223 0.545
C -0.812 0.473 -1.511
H 0.961 -0.316 2.000
H -0.930 -0.641 2.434
H -0.378 0.820 -2.468
H 2.002 -0.622 -0.847
H 2.149 0.781 -0.372



Model x:
C2H5N5 | the ωB97M-V functional and the def2-TZVPD basis

Values from the calculation:
* orbital gap: 9.5 eV
* M: 99.10 g/mol
* net charge: 0
* HOMO level: -9.1272 eV

Element x y z (Å)
N -1.355 -0.260 0.891
N -0.630 0.747 1.108
N -0.865 -1.223 0.180
N 0.726 -0.975 -1.662
N 1.382 1.593 -0.102
C 0.114 -0.562 -0.416
C 0.245 0.688 0.049
H 0.326 -1.743 -2.194
H 2.297 1.149 0.869
H -2.040 -0.515 1.533
H 0.777 2.473 0.446
H 1.678 -1.294 -1.359



Which of them is the most stable, and which is the least stable? model w and model x, in that order.



Model w:
CH3ClN3O | the ωB97M-V functional and the def2-TZVPD basis

Values from the calculation:
* structure (SMILES): [H]/N=[N+](Cl)/N=C\O
* orbital gap (alpha / beta): 9.9 / 9.9 eV
* M: 108.51 g/mol
* net charge: +1
* HOMO level (alpha / beta): -15.8597 / -15.8601 eV

Element x y z (Å)
Cl -1.644 0.863 2.918
O 0.315 0.438 -1.008
N -1.671 -1.023 1.031
N 0.138 0.282 1.300
N -1.048 -0.111 1.545
C 0.899 0.292 0.114
H 0.879 0.374 -1.829
H -2.507 -1.388 1.468
H 1.929 0.292 0.109



Model x:
CH3ClN3O | the ωB97M-V functional and the def2-TZVPD basis

Values from the calculation:
* orbital gap (alpha / beta): 7.1 / 7.1 eV
* M: 108.51 g/mol
* net charge: +1
* HOMO level (alpha / beta): -14.5080 / -14.5129 eV

Element x y z (Å)
Cl 2.992 0.892 -0.012
O -1.993 0.945 0.574
N 1.823 -0.489 0.135
N 0.738 -0.138 -0.463
N 2.085 -1.537 0.624
C -0.378 0.145 -0.777
H -1.939 0.306 1.315
H -1.071 0.214 -1.607
H 3.049 -1.627 0.996



Which of them is the most stable, and which is the least stable? model w and model x, in that order.



Model w:
C4H5ClN2O | the ωB97M-V functional and the def2-TZVPD basis

Values from the calculation:
* structure (SMILES): C[C@@](Cl)(C#N)C(N)=O
* orbital gap: 11.0 eV
* M: 132.55 g/mol
* net charge: 0
* HOMO level: -10.4116 eV

Element x y z (Å)
Cl 1.418 -0.879 1.233
O -1.969 0.351 0.028
N 1.761 1.633 -1.307
N -0.579 1.373 1.494
C 0.435 -0.266 -0.098
C 0.069 -1.459 -1.004
C -0.897 0.544 0.519
C 1.173 0.792 -0.811
H 0.362 1.425 1.798
H -0.774 -1.029 -1.530
H -0.375 -2.316 -0.575
H 0.874 -1.958 -1.515
H -1.498 1.788 1.768



Model x:
C4H5ClN2O | the ωB97M-V functional and the def2-TZVPD basis

Values from the calculation:
* structure (SMILES): C[C@@H](Cl)[C@@H](C#N)N=O
* orbital gap: 9.0 eV
* M: 132.55 g/mol
* net charge: 0
* HOMO level: -9.9655 eV

Element x y z (Å)
Cl -1.207 -1.806 0.793
O 3.203 0.455 0.538
N 2.315 -2.468 -1.066
N 2.055 0.415 0.847
C -0.607 0.510 -0.510
C -0.245 -0.303 0.695
C 1.242 -0.748 0.694
C 1.756 -1.680 -0.461
H -1.726 0.545 -0.436
H -0.410 0.180 1.582
H -0.178 -0.011 -1.364
H 1.402 -1.429 1.566
H -0.240 1.489 -0.456



Model y:
C4H5ClN2O | the ωB97M-V functional and the def2-TZVPD basis

Values from the calculation:
* orbital gap: 9.0 eV
* M: 132.55 g/mol
* net charge: 0
* HOMO level: -9.3261 eV

Element x y z (Å)
Cl -1.237 1.202 -1.486
O 0.872 1.193 1.804
N 1.743 -0.327 -0.117
N 1.906 0.037 -2.471
C 0.376 0.662 0.870
C -1.018 0.712 0.191
C -1.262 -0.832 0.294
C 1.943 -0.033 -1.346
H -1.742 1.163 0.866
H -2.401 -0.888 0.168
H -0.882 -1.256 1.257
H 2.553 -0.364 0.514
H -0.853 -1.269 -0.541



Which of them is the most stable, and which is the least stable? model w and model x, in that order.



Model w:
C4H6N3 | the ωB97M-V functional and the def2-TZVPD basis

Values from the calculation:
* orbital gap: 9.1 eV
* M: 96.11 g/mol
* net charge: +1
* HOMO level: -13.6360 eV

Element x y z (Å)
N 0.281 -0.239 0.017
N 3.626 -0.149 0.022
N 4.259 0.760 0.109
C -0.695 0.653 -0.753
C 2.504 -0.801 -0.149
C -0.732 0.562 0.738
C 1.618 0.157 0.128
H 0.237 -1.244 -0.230
H -1.518 0.196 1.368
H 2.522 -1.826 -0.232
H -1.404 -0.060 -1.099
H -0.380 1.630 -1.197
H -0.321 1.376 1.312



Model x:
C4H6N3 | the ωB97M-V functional and the def2-TZVPD basis

Values from the calculation:
* structure (SMILES): C=[N+]1N=NC=C1C
* orbital gap (alpha / beta): 6.5 / 6.5 eV
* M: 96.11 g/mol
* net charge: +1
* HOMO level (alpha / beta): -14.7753 / -14.7753 eV

Element x y z (Å)
N -2.299 0.420 -0.091
N -0.600 -0.771 0.170
N -1.950 -0.812 0.031
C 0.165 -2.129 0.243
C -0.031 0.513 -0.020
C 1.353 0.937 -0.103
C -1.186 1.274 -0.168
H -0.617 -2.901 0.210
H 1.377 1.919 0.326
H 2.143 0.219 0.367
H 1.619 1.250 -1.197
H 1.196 -2.246 0.557
H -1.169 2.328 -0.326



Model y:
C4H6N3 | the ωB97M-V functional and the def2-TZVPD basis

Values from the calculation:
* structure (SMILES): [NH+]#CNCC#CN
* orbital gap: 8.6 eV
* M: 96.11 g/mol
* net charge: +1
* HOMO level: -12.5440 eV

Element x y z (Å)
N 1.427 -0.310 0.322
N 3.794 -0.072 -0.100
N -3.491 -0.444 0.042
C 2.642 -0.297 0.035
C -1.084 0.078 -0.356
C 0.276 0.660 -0.262
C -2.270 -0.067 -0.181
H 4.515 -0.484 -0.745
H -3.880 -0.600 0.950
H 0.120 1.196 0.693
H 0.814 1.268 -1.006
H 1.251 -1.002 1.051
H -4.115 0.075 -0.442



Which of them is the most stable, and which is the least stable? model y and model w, in that order.



Model w:
H22O11 | the ωB97M-V functional and the def2-TZVPD basis

Values from the calculation:
* spin multiplicity: 2
* expectation value of S²: 0.76
* orbital gap (alpha / beta): 11.2 / 2.9 eV
* M: 198.17 g/mol
* net charge: +1
* HOMO level (alpha / beta): -14.6927 / -13.7246 eV

Element x y z (Å)
O 2.193 -1.738 -0.632
O 4.490 -0.314 -0.992
O -0.213 -0.202 -1.014
O -0.387 -1.063 -3.538
O 2.781 0.266 2.022
O -1.373 3.047 -0.853
O -0.341 -0.159 1.754
O -3.825 0.077 -0.694
O 2.020 1.750 -0.224
O -2.575 1.671 2.174
O -2.874 -1.834 1.262
H -1.161 2.249 -1.339
H -3.481 -0.447 0.030
H -0.676 -0.239 -0.177
H -2.800 1.849 1.261
H 2.436 1.343 0.536
H 4.501 0.643 -0.982
H 3.595 -0.235 1.965
H -1.856 1.042 2.127
H -2.276 3.244 -1.099
H 0.175 -0.358 2.536
H -4.756 0.178 -0.496
H -0.154 -0.373 -2.917
H 1.453 2.427 0.146
H -3.163 -2.400 1.978
H 3.585 -0.542 -1.205
H 2.128 -0.290 1.597
H -1.022 -0.831 1.739
H 2.020 -2.287 -1.397
H -0.039 -1.865 -3.147
H 3.115 -1.894 -0.427
H -2.223 -2.355 0.792
H 0.704 -0.362 -0.788



Model x:
H22O11 | the ωB97M-V functional and the def2-TZVPD basis

Values from the calculation:
* spin multiplicity: 2
* expectation value of S²: 0.76
* orbital gap (alpha / beta): 11.3 / 2.9 eV
* M: 198.17 g/mol
* net charge: +1
* HOMO level (alpha / beta): -14.4523 / -13.7431 eV

Element x y z (Å)
O 0.721 -2.187 -0.440
O -2.316 0.909 0.418
O 0.220 2.740 -2.130
O 0.435 -2.575 2.449
O -0.171 3.976 0.604
O -2.149 0.390 -2.406
O 3.733 -0.859 -0.745
O 2.274 -0.080 2.234
O 0.401 0.520 0.187
O -1.614 -0.754 2.372
O 0.074 -1.388 -3.044
H 1.583 0.142 1.610
H -0.486 0.836 0.358
H -1.897 -0.149 1.687
H -0.186 -2.425 -0.631
H 3.055 -1.425 -0.377
H -2.385 -0.864 2.929
H 0.088 3.418 1.337
H 0.067 -3.147 3.121
H -0.750 4.632 0.994
H 0.817 -0.808 -3.211
H -3.105 1.416 0.612
H 2.134 -1.007 2.427
H 0.777 -2.204 0.516
H -0.449 2.743 -1.445
H 0.219 -1.713 -2.155
H -1.415 -0.218 -2.319
H 4.402 -1.465 -1.066
H 0.306 -0.428 0.101
H -0.009 1.994 -2.685
H -1.917 0.941 -3.153
H -2.273 0.889 -0.538
H -0.185 -1.849 2.386



Which of them is the most stable, and which is the least stable? model x and model w, in that order.



Model w:
C4H2F2 | the ωB97M-V functional and the def2-TZVPD basis

Values from the calculation:
* structure (SMILES): C#CC=C(F)F
* orbital gap: 10.3 eV
* M: 88.06 g/mol
* net charge: 0
* HOMO level: -9.3487 eV

Element x y z (Å)
F -0.096 -0.356 2.631
F 1.461 -0.764 1.172
C -0.153 0.198 -0.972
C 0.165 0.257 -2.128
C 0.244 -0.302 1.357
C -0.547 0.166 0.400
H 0.460 0.273 -3.139
H -1.534 0.528 0.679



Model x:
C4H2F2 | the ωB97M-V functional and the def2-TZVPD basis

Values from the calculation:
* orbital gap (alpha / beta): 7.4 / 6.4 eV
* M: 88.06 g/mol
* net charge: 0
* HOMO level (alpha / beta): -8.5181 / -8.2223 eV

Element x y z (Å)
F -1.098 -0.127 -1.301
F -2.744 -0.401 0.000
C -1.748 0.379 -0.275
C 1.219 0.038 0.407
C 0.210 0.093 1.209
C 1.969 0.001 -0.613
H -0.009 -0.021 2.218
H 2.202 0.038 -1.645



Which of them is the most stable, and which is the least stable? model w and model x, in that order.